# 1
16
Properties=species:S:1:pos:R:3:forces:R:3:nbo_charge:R:1 method="wB97M-V/def2-TZVPD" orbital_gap_ha=0.3145 max_force_ev_per_a=7.24 homo_ha=-0.3117 lumo_ev=0.1
C -1.49876 -1.11628 0.25955 -0.50 -4.21 -0.22 -0.42
C 0.44093 -0.34342 -0.66568 3.85 1.04 0.73 0.10
C -0.40083 2.32843 -0.08912 -5.78 -1.45 -4.06 -0.11
H -2.04502 -1.53514 1.17554 1.04 -0.67 -1.48 0.20
H -1.93824 -0.20966 0.26395 -1.43 3.31 -0.50 0.18
H -1.66632 -1.55819 -0.85541 -0.14 0.30 3.41 0.22
H 0.00986 -0.62277 1.52236 0.78 -0.31 -3.05 0.40
H -0.79350 3.27945 0.27195 0.16 -0.31 0.07 0.19
H 0.46064 1.89587 0.33939 1.02 -0.56 0.03 0.18
H 3.33013 -1.14662 -0.07247 -1.90 1.90 0.82 0.36
H 1.87589 -1.34666 0.79489 1.30 1.77 -0.96 0.35
N -0.05219 -0.99240 0.48339 -1.83 0.50 1.90 -0.69
N -1.26873 1.72987 -1.04934 4.92 3.09 4.31 -0.57
N 1.74168 -0.17333 -0.86565 -2.14 -0.53 1.45 -0.23
N 2.46759 -0.56372 0.29208 0.67 -3.74 -0.78 -0.66
S -0.66314 0.37455 -1.80542 -0.04 -0.13 -1.68 0.49



# 2
101
Properties=species:S:1:pos:R:3:forces:R:3:mulliken_charge:R:1 method="wB97M-V/def2-TZVPD" orbital_gap_ha=0.3056 max_force_ev_per_a=11.60 homo_ha=-0.3005 lumo_ev=0.1
O -1.82846 2.10900 0.20295 -8.88 6.26 -0.98 -0.97
H -0.90765 1.81538 0.12267 -4.13 3.23 -0.76 1.20
H -1.82554 2.72521 0.95074 -1.14 -0.09 -1.97 0.46
O 2.89410 2.05912 -0.04163 0.01 0.16 0.38 -0.60
H 2.99617 2.22618 0.93512 -0.24 -0.18 -0.45 0.34
H 3.51140 2.64987 -0.48561 -0.15 -0.02 -0.02 0.26
O -1.41047 -2.30739 3.09213 0.18 0.14 0.15 -0.78
H -2.08117 -2.88301 2.71240 0.05 -0.01 -0.15 0.27
H -1.33389 -1.58250 2.44319 -0.15 -0.22 0.12 0.53
O 1.00077 1.96847 3.90205 -4.30 -2.73 4.04 -0.58
H 0.09867 1.99084 3.53062 -0.75 -0.18 -0.17 0.27
H 0.92687 1.45777 4.71422 -0.17 -0.35 0.16 0.30
O -1.37581 2.24450 2.40084 -2.79 -3.44 3.02 -0.82
H -2.03520 2.85311 2.75631 0.21 -0.23 0.13 0.44
H -0.81370 2.79691 1.82182 0.32 -0.47 1.25 -0.06
C -0.77431 -4.96924 -2.61380 0.79 -0.32 -0.57 -1.00
C -0.65041 -3.79022 -1.67313 -0.65 -0.68 0.28 0.84
O -0.77561 -4.25074 -0.33175 0.00 0.00 0.15 -0.60
O 0.46413 -5.70495 -2.70152 -0.56 0.21 0.65 -0.57
H -0.98316 -4.66429 -3.64233 -0.06 0.21 0.06 0.31
H -1.59950 -5.60740 -2.28085 0.07 -0.02 0.08 0.39
H -1.46229 -3.12030 -1.98010 0.38 0.24 0.52 -0.59
H 0.34956 -3.35616 -1.72291 -0.18 0.27 -0.46 0.45
H -1.50170 -3.80197 0.12384 -0.04 -0.26 -0.11 0.38
H 0.80469 -5.64344 -1.79862 0.23 -0.37 -0.17 0.37
C 5.68778 0.05154 -2.74303 0.08 -0.43 0.78 -0.47
C 4.85347 -0.67665 -1.68898 1.28 0.73 0.27 -0.32
O 4.63195 -2.04579 -1.93086 -0.34 0.19 -0.48 -0.42
O 5.02123 -0.04469 -3.98491 0.40 0.38 -0.20 -0.48
H 6.71196 -0.35072 -2.76776 -0.13 -0.22 -0.33 0.32
H 5.80868 1.08720 -2.39985 -0.22 0.04 -0.12 0.34
H 3.95730 -0.06511 -1.59548 -0.55 -0.75 0.14 0.13
H 5.42063 -0.60662 -0.75095 -0.17 0.38 0.10 0.34
H 5.47930 -2.41331 -2.20851 -0.16 -0.13 0.01 0.31
H 5.42961 0.59945 -4.57411 -0.18 -0.16 -0.17 0.27
C -0.15585 0.49981 -0.32750 0.79 -3.11 -1.51 -1.35
C -1.59376 0.04746 -0.10590 1.29 -2.23 2.21 0.40
O -1.73517 -0.23536 1.28309 0.03 0.39 -0.28 -0.85
O 0.08633 1.73528 0.31496 11.30 -2.02 1.64 -0.19
H -0.03052 0.58927 -1.41071 0.53 0.12 0.51 0.55
H 0.47534 -0.26144 0.13721 0.16 0.01 -0.45 0.20
H -1.84156 -0.80479 -0.74247 1.05 -1.34 0.98 -0.09
H -2.31049 0.81340 -0.43196 1.21 -1.30 2.35 0.92
H -1.58179 0.67370 1.63981 -0.67 -0.58 0.64 0.78
H 0.96989 2.06828 0.09112 0.51 -0.07 -0.33 0.18
C -1.21099 5.57477 2.19599 0.84 0.43 0.39 -0.67
C 0.13574 4.93343 1.92374 0.19 -0.75 -0.97 -0.37
O 0.12116 3.61795 2.47260 3.23 4.64 0.31 -0.31
O -2.20311 4.70001 1.72294 -0.30 -0.23 -0.14 -0.37
H -1.26456 6.54358 1.69356 0.02 0.05 0.03 0.39
H -1.25803 5.72674 3.27870 -0.33 0.04 0.05 0.33
H 0.98860 5.50522 2.29460 -0.24 0.27 0.09 0.40
H 0.26826 4.75104 0.85006 -0.02 0.70 -0.15 0.18
H 1.04065 3.30986 2.61227 0.32 0.50 -0.56 0.24
H -3.08888 4.96840 1.97571 -0.01 0.31 0.02 0.25
C -3.44880 -0.48789 -3.08562 0.06 0.16 -1.93 -0.85
C -3.29339 0.45537 -1.93582 -0.23 -1.48 -0.21 0.47
O -3.43773 1.80680 -2.22360 -0.48 0.42 -1.07 -0.68
O -2.94447 -1.81474 -2.82990 -0.41 0.41 0.90 -0.40
H -2.82099 -0.13518 -3.91504 -0.39 0.49 -0.04 0.35
H -4.48349 -0.58656 -3.42665 -0.06 0.21 -0.05 0.40
H -2.34874 0.22598 -1.42181 -1.78 0.58 -4.13 -1.21
H -3.97047 0.13512 -1.12541 -0.43 0.05 0.02 0.25
H -2.97451 2.33027 -1.55660 0.18 -0.20 0.29 0.32
H -3.19592 -2.32384 -3.60275 0.04 -0.19 0.00 0.25
C 4.44080 3.76388 2.58481 0.80 0.36 1.08 -1.43
C 3.51502 3.00536 3.52769 -0.91 -0.45 -2.13 0.62
C 2.82768 3.75523 4.63210 -0.08 0.81 0.60 -1.35
O 2.50901 2.44221 2.58084 4.03 1.72 -2.13 -0.41
H 4.68527 3.19905 1.69079 -0.01 -0.22 0.07 0.27
H 5.37744 3.94995 3.11832 0.10 0.10 -0.14 0.44
H 4.07362 4.74438 2.27916 -0.36 -0.09 0.08 0.24
H 4.01589 2.15598 3.99212 0.28 -0.09 -0.21 0.35
H 3.47808 3.84823 5.50210 -0.03 -0.30 0.12 0.46
H 1.90834 3.20285 4.83644 0.71 0.67 0.70 0.31
H 2.52029 4.78687 4.43860 0.10 -0.03 -0.61 0.26
H 1.93422 1.81635 3.06686 0.71 -0.46 -0.43 0.16
C -4.30243 -5.23870 1.74753 -0.18 -0.24 -1.25 -1.46
C -4.46373 -3.81104 1.25715 -0.19 -0.32 0.31 0.42
C -5.05632 -2.99335 2.38280 -0.45 1.32 -0.48 -1.32
O -3.20266 -3.33132 0.83811 0.82 0.20 0.00 -0.25
H -5.32519 -5.62255 1.73583 0.11 -0.27 0.82 0.43
H -3.76379 -5.29211 2.69079 -0.35 -0.02 0.20 0.34
H -3.78022 -5.88324 1.03561 0.18 0.28 -0.09 0.34
H -5.15427 -3.78063 0.40323 0.07 -0.11 0.05 0.34
H -5.14181 -1.94920 2.05356 0.19 0.02 0.09 0.34
H -4.47074 -2.98919 3.30113 0.02 -0.26 -0.02 0.33
H -6.09615 -3.26789 2.56663 0.13 -0.38 0.21 0.42
H -3.20869 -2.40595 0.56115 -0.40 0.04 0.19 -0.03
C 0.12886 -0.99890 -3.26721 -0.01 -0.18 -0.84 -0.87
C 1.58905 -1.42334 -3.50892 -1.07 0.59 -0.03 1.06
C 1.68202 -2.74108 -4.25530 0.20 -0.34 0.88 -1.31
O 2.15556 -0.36443 -4.26947 0.14 0.47 -0.11 -0.64
H 0.06498 0.05453 -2.99332 0.14 -0.19 -0.29 0.54
H -0.42894 -1.60216 -2.55173 0.41 0.23 -0.08 -0.20
H -0.39278 -1.11439 -4.22192 -0.12 0.14 -0.02 0.53
H 2.05351 -1.50072 -2.52176 0.39 -0.15 -0.09 -0.04
H 1.23014 -2.76557 -5.24545 0.06 0.50 -0.08 0.31
H 1.16237 -3.50685 -3.67108 0.33 -0.08 -0.11 0.18
H 2.74226 -2.99584 -4.30605 -0.08 -0.27 -0.23 0.36
H 3.11117 -0.25833 -4.14801 -0.16 -0.45 0.14 0.44



# 3
38
Properties=species:S:1:pos:R:3:forces:R:3:nbo_charge:R:1 method="wB97M-V/def2-TZVPD" orbital_gap_ha=0.2979 max_force_ev_per_a=3.22 homo_ha=-0.3027 lumo_ev=-0.1
O 1.93055 5.44239 1.28992 0.63 0.09 2.62 -0.58
S -2.38543 1.31615 1.15630 1.68 -0.39 -0.43 -0.12
O 2.84488 5.54354 3.41845 -0.64 0.21 -1.50 -0.66
S 0.42164 1.22319 2.06722 0.56 0.32 0.01 0.33
C 2.13579 4.94781 2.39901 -0.08 0.32 -2.16 0.75
C -0.76519 0.96305 0.77103 -1.76 -0.18 -2.55 -0.07
C 0.78121 2.92440 1.86750 2.16 0.96 1.50 -0.24
C 1.72614 3.57059 2.66460 -2.37 -1.63 -1.46 -0.41
N -0.36442 0.50619 -0.50587 -0.12 0.87 2.51 -0.42
C -3.32054 -3.20474 -2.15727 -1.63 0.16 0.30 -0.61
C 2.41186 -1.68713 1.28239 -0.18 -0.21 1.44 -0.61
C -1.43400 0.13950 -1.49037 -0.27 0.58 0.51 -0.22
C 1.06819 0.23414 -0.86796 -0.79 -0.46 -0.25 -0.22
C -2.94870 -1.72169 -2.32996 0.35 -0.28 1.18 -0.39
C 1.24212 -2.01834 0.41396 0.56 -0.36 -1.54 -0.41
C -2.09123 -1.19083 -1.12939 -0.66 -0.05 -0.95 -0.42
C 1.38778 -1.25860 -0.93585 -1.61 -0.80 0.14 -0.41
H 2.88556 4.91475 4.13674 0.04 -0.16 0.44 0.48
H 0.30392 3.45644 1.05621 -0.05 0.03 -0.04 0.25
H 2.18495 3.04343 3.47299 0.20 -0.38 0.46 0.20
H -4.10368 -3.32457 -1.35959 0.55 0.14 -0.74 0.20
H -3.75683 -3.54394 -3.11352 0.10 -0.13 0.50 0.21
H -2.53646 -3.90024 -1.86666 0.46 0.31 -0.18 0.21
H 2.42089 -0.63749 1.58616 -0.07 -0.16 0.16 0.21
H 2.33336 -2.34124 2.17171 0.45 0.56 -0.14 0.21
H 3.34756 -1.86598 0.78366 0.45 -0.31 -0.23 0.20
H -1.00252 0.03918 -2.48384 0.49 0.10 0.06 0.20
H -2.20547 0.95903 -1.57342 0.90 -0.71 0.40 0.24
H 1.20393 0.68454 -1.85299 0.11 0.02 0.03 0.21
H 1.80165 0.66798 -0.19233 -0.55 0.50 0.24 0.23
H -3.86802 -1.12070 -2.43031 0.35 -0.21 -0.12 0.21
H -2.37358 -1.65861 -3.25515 0.07 0.35 -0.01 0.19
H 0.30782 -1.86623 0.92014 -0.61 0.52 0.17 0.21
H 1.24774 -3.10893 0.22642 0.08 0.42 -0.18 0.21
H -2.68258 -1.08345 -0.20505 0.20 -0.19 -0.42 0.23
H -1.30788 -1.92690 -0.98581 0.15 -0.12 0.31 0.20
H 2.41143 -1.36870 -1.24972 0.47 -0.03 -0.30 0.21
H 0.74757 -1.74802 -1.69939 0.38 0.31 0.25 0.20



Copy entry 3 word for word.
38
Properties=species:S:1:pos:R:3:forces:R:3:nbo_charge:R:1 method="wB97M-V/def2-TZVPD" orbital_gap_ha=0.2979 max_force_ev_per_a=3.22 homo_ha=-0.3027 lumo_ev=-0.1
O 1.93055 5.44239 1.28992 0.63 0.09 2.62 -0.58
S -2.38543 1.31615 1.15630 1.68 -0.39 -0.43 -0.12
O 2.84488 5.54354 3.41845 -0.64 0.21 -1.50 -0.66
S 0.42164 1.22319 2.06722 0.56 0.32 0.01 0.33
C 2.13579 4.94781 2.39901 -0.08 0.32 -2.16 0.75
C -0.76519 0.96305 0.77103 -1.76 -0.18 -2.55 -0.07
C 0.78121 2.92440 1.86750 2.16 0.96 1.50 -0.24
C 1.72614 3.57059 2.66460 -2.37 -1.63 -1.46 -0.41
N -0.36442 0.50619 -0.50587 -0.12 0.87 2.51 -0.42
C -3.32054 -3.20474 -2.15727 -1.63 0.16 0.30 -0.61
C 2.41186 -1.68713 1.28239 -0.18 -0.21 1.44 -0.61
C -1.43400 0.13950 -1.49037 -0.27 0.58 0.51 -0.22
C 1.06819 0.23414 -0.86796 -0.79 -0.46 -0.25 -0.22
C -2.94870 -1.72169 -2.32996 0.35 -0.28 1.18 -0.39
C 1.24212 -2.01834 0.41396 0.56 -0.36 -1.54 -0.41
C -2.09123 -1.19083 -1.12939 -0.66 -0.05 -0.95 -0.42
C 1.38778 -1.25860 -0.93585 -1.61 -0.80 0.14 -0.41
H 2.88556 4.91475 4.13674 0.04 -0.16 0.44 0.48
H 0.30392 3.45644 1.05621 -0.05 0.03 -0.04 0.25
H 2.18495 3.04343 3.47299 0.20 -0.38 0.46 0.20
H -4.10368 -3.32457 -1.35959 0.55 0.14 -0.74 0.20
H -3.75683 -3.54394 -3.11352 0.10 -0.13 0.50 0.21
H -2.53646 -3.90024 -1.86666 0.46 0.31 -0.18 0.21
H 2.42089 -0.63749 1.58616 -0.07 -0.16 0.16 0.21
H 2.33336 -2.34124 2.17171 0.45 0.56 -0.14 0.21
H 3.34756 -1.86598 0.78366 0.45 -0.31 -0.23 0.20
H -1.00252 0.03918 -2.48384 0.49 0.10 0.06 0.20
H -2.20547 0.95903 -1.57342 0.90 -0.71 0.40 0.24
H 1.20393 0.68454 -1.85299 0.11 0.02 0.03 0.21
H 1.80165 0.66798 -0.19233 -0.55 0.50 0.24 0.23
H -3.86802 -1.12070 -2.43031 0.35 -0.21 -0.12 0.21
H -2.37358 -1.65861 -3.25515 0.07 0.35 -0.01 0.19
H 0.30782 -1.86623 0.92014 -0.61 0.52 0.17 0.21
H 1.24774 -3.10893 0.22642 0.08 0.42 -0.18 0.21
H -2.68258 -1.08345 -0.20505 0.20 -0.19 -0.42 0.23
H -1.30788 -1.92690 -0.98581 0.15 -0.12 0.31 0.20
H 2.41143 -1.36870 -1.24972 0.47 -0.03 -0.30 0.21
H 0.74757 -1.74802 -1.69939 0.38 0.31 0.25 0.20